{
  "formula": "C27H71N4O12",
  "method": "wB97M-V/def2-TZVPD",
  "gap_ev": 7.064,
  "total_charge": 1,
  "e_homo_ev": -11.499,
  "symbols": ["C", "C", "C", "C", "N", "N", "N", "C", "C", "C", "N", "C", "C", "C", "C", "C", "O", "C", "C", "C", "O", "C", "C", "H", "H", "H", "H", "H", "H", "H", "H", "H", "H", "H", "H", "H", "H", "H", "H", "H", "H", "H", "H", "H", "H", "H", "H", "H", "H", "H", "H", "H", "H", "H", "C", "O", "H", "H", "H", "H", "C", "O", "H", "H", "H", "H", "C", "O", "H", "H", "H", "H", "C", "O", "H", "H", "H", "H", "C", "O", "H", "H", "H", "H", "C", "O", "H", "H", "H", "H", "C", "O", "H", "H", "H", "H", "C", "O", "H", "H", "H", "H", "C", "O", "H", "H", "H", "H", "C", "O", "H", "H", "H", "H"],
  "coordinates": [[4.4438, 3.3492, -2.0946], [3.0859, 3.8753, -1.4033], [2.7773, 3.1711, 0.0236], [2.6035, 1.6008, -0.2648], [1.6309, 0.8904, 0.6449], [0.4093, 0.8554, -0.0623], [-0.2668, 1.9977, -0.0470], [-1.5114, 2.0211, -0.6913], [-2.1524, 0.8022, -1.4638], [-3.5746, 0.8504, -2.1683], [-4.1480, 2.2398, -2.0707], [-5.4471, 2.2476, -2.8432], [-1.2553, -0.4903, -1.4396], [-1.7901, -1.7796, -2.1824], [-2.0690, -3.0029, -1.0043], [-1.5027, -4.5114, -1.4471], [-3.0358, -4.0856, -1.4111], [0.1137, -0.3989, -0.6662], [0.9814, -1.7234, -0.6032], [2.5234, -1.5720, -0.9890], [2.7832, -0.8338, -2.1999], [4.1656, -1.1641, -2.6003], [4.0110, -2.1343, -3.8957], [4.2264, 2.9047, -3.1391], [4.9956, 2.5461, -1.5037], [5.1708, 4.2183, -2.2921], [3.2065, 5.0119, -1.2749], [2.2449, 3.6972, -2.1690], [1.8688, 3.6797, 0.4889], [3.7427, 3.3061, 0.6356], [3.6342, 1.1196, -0.0865], [2.3560, 1.4894, -1.3779], [1.5120, 1.4859, 1.4819], [-2.1369, 2.9826, -0.6682], [-4.3287, 0.1707, -1.6171], [-3.5803, 0.5064, -3.2599], [-3.4677, 2.8175, -2.5994], [-6.1612, 1.5634, -2.2508], [-5.9276, 3.2848, -2.8362], [-5.2733, 1.8738, -3.9166], [-2.8448, -1.6672, -2.6024], [-1.0399, -2.2212, -2.9129], [-1.9780, -2.6948, 0.1476], [-1.2499, -4.6479, -2.5579], [-1.3286, -5.2857, -0.6375], [0.9582, -2.0774, 0.4978], [0.5509, -2.5823, -1.2123], [2.9537, -2.6451, -1.0443], [3.0530, -1.0330, -0.1272], [4.7536, -1.6801, -1.7720], [4.7212, -0.1946, -2.8495], [3.8602, -3.2102, -3.5429], [3.0378, -1.8037, -4.4048], [4.9331, -1.9981, -4.5565], [8.1231, 1.2678, -2.2984], [7.4550, 2.1483, -1.4059], [7.6073, 1.2830, -3.2589], [9.1555, 1.5971, -2.4381], [8.1073, 0.2516, -1.8957], [7.9299, 2.1168, -0.5658], [-1.2476, 1.2835, 4.0470], [-0.9653, 2.4269, 3.2483], [-1.3166, 1.5899, 5.0897], [-2.1988, 0.8436, 3.7365], [-0.4429, 0.5502, 3.9385], [-0.9095, 2.1294, 2.3327], [-3.4877, -7.4667, -1.5844], [-2.5954, -8.2865, -2.3270], [-4.4381, -7.9875, -1.4778], [-3.0689, -7.2718, -0.5936], [-3.6484, -6.5247, -2.1147], [-1.7635, -7.8025, -2.4063], [-3.6127, -0.1897, 6.9242], [-2.1981, -0.0859, 6.8101], [-4.0192, 0.7900, 7.1713], [-4.0348, -0.5272, 5.9734], [-3.8665, -0.8964, 7.7177], [-1.8652, -0.9651, 6.5918], [-5.9512, 3.1597, 8.1668], [-5.2406, 2.0637, 8.7256], [-6.8060, 2.7766, 7.6090], [-6.3060, 3.8154, 8.9656], [-5.2983, 3.7166, 7.4897], [-4.4913, 2.4292, 9.2127], [-0.8802, -10.7785, -0.1284], [-0.3375, -10.4149, -1.3882], [-0.1072, -11.2773, 0.4567], [-1.2137, -9.8828, 0.4027], [-1.7213, -11.4613, -0.2720], [-1.0420, -9.9758, -1.8857], [1.3500, 6.9921, -3.3548], [2.5874, 6.5690, -2.8031], [0.7131, 6.1187, -3.5011], [0.8585, 7.6869, -2.6692], [1.5223, 7.4786, -4.3179], [3.1318, 7.3610, -2.6838], [-6.8409, -6.0952, -1.1806], [-6.2387, -5.1388, -0.3196], [-7.6672, -6.5738, -0.6549], [-7.2226, -5.5954, -2.0746], [-6.1057, -6.8512, -1.4606], [-5.5118, -4.7312, -0.8090], [2.7920, -0.2297, 4.5132], [3.3381, 0.1378, 3.2533], [3.5614, -0.7369, 5.0951], [2.4651, 0.6648, 5.0490], [1.9459, -0.9062, 4.3658], [2.6380, 0.5843, 2.7591], [3.8655, 9.5594, -0.1578], [3.9225, 9.6180, -1.5767], [2.8640, 9.2498, 0.1415], [4.5936, 8.8327, 0.2112], [4.0788, 10.5458, 0.2608], [4.8167, 9.8937, -1.8144]],
  "atomic_forces_ev_per_a": [[0.1, 0.0, -0.7], [0.5, 0.3, 0.0], [0.9, 0.1, -1.5], [2.0, 1.1, -0.1], [0.4, 0.6, -1.0], [-0.6, -3.0, -0.5], [-3.9, -0.9, -2.1], [-0.1, -2.3, -0.9], [3.9, -1.3, 1.7], [-0.4, 0.4, 0.8], [0.5, -0.7, -1.3], [-0.4, -0.1, 0.6], [-0.3, 3.7, 0.7], [-0.4, -1.5, 2.6], [1.2, -2.9, -1.5], [-3.7, 2.8, 0.4], [3.9, 1.9, 0.9], [-3.5, 0.7, -1.8], [0.7, 0.5, 0.8], [0.3, -0.1, 1.2], [0.8, -1.4, 1.3], [0.1, -0.3, -1.5], [-0.1, 0.8, 1.0], [0.3, 0.6, 1.6], [-0.7, 1.2, -0.7], [-1.1, -1.4, 0.5], [-0.5, -1.9, -0.1], [0.9, 0.3, 1.4], [1.2, -0.9, -0.4], [-1.7, 0.0, -0.5], [-1.6, 0.6, -0.4], [0.0, -0.3, 1.8], [-0.5, -0.2, -0.7], [1.4, -1.5, 0.2], [1.4, 0.8, -0.7], [0.6, 0.2, 1.4], [-0.7, -0.1, 0.4], [1.0, 0.9, -1.2], [0.9, -1.4, -0.1], [-0.6, 0.5, 1.5], [1.8, 0.3, 0.3], [-1.1, 0.8, 0.8], [-0.6, -0.8, -2.7], [0.0, 0.1, 2.1], [0.1, 1.1, -1.3], [0.1, 0.6, -1.6], [0.1, 1.6, 0.6], [-0.8, 1.6, 0.0], [-0.7, -0.9, -1.1], [-0.9, 0.7, -0.9], [-1.0, -1.3, 0.2], [0.4, 1.4, -0.6], [1.7, -0.4, 0.4], [-1.4, -0.5, 0.8], [0.1, 0.0, 0.2], [-0.1, 0.0, 0.2], [0.0, 0.1, 0.1], [0.0, -0.2, -0.2], [0.1, -0.1, -0.2], [-0.1, 0.1, -0.2], [0.0, 0.1, -0.1], [0.2, 0.1, -0.3], [0.0, 0.0, -0.2], [0.0, -0.2, 0.2], [-0.1, -0.2, 0.2], [-0.1, 0.2, 0.1], [0.3, 0.1, 0.0], [0.3, -0.1, -0.1], [0.2, -0.1, 0.0], [-0.2, 0.1, 0.1], [-0.2, 0.1, 0.2], [-0.2, -0.2, -0.1], [0.0, -0.2, -0.1], [0.3, -0.1, -0.1], [0.1, -0.1, 0.0], [-0.2, 0.0, 0.1], [-0.2, 0.1, 0.0], [0.0, 0.2, 0.1], [0.2, 0.1, 0.2], [0.1, -0.1, 0.1], [0.1, -0.1, 0.1], [-0.1, 0.1, -0.2], [-0.2, 0.1, -0.1], [-0.2, -0.2, -0.1], [-0.1, 0.1, -0.3], [0.1, 0.2, -0.2], [0.0, 0.1, -0.1], [-0.1, -0.1, 0.2], [0.0, 0.0, 0.2], [0.1, -0.2, 0.1], [0.2, 0.2, 0.1], [0.2, 0.2, 0.0], [0.1, 0.0, 0.0], [-0.2, 0.0, -0.1], [-0.2, 0.0, 0.0], [-0.1, -0.1, 0.0], [0.2, 0.2, -0.1], [0.2, 0.1, 0.1], [0.1, 0.1, 0.0], [-0.1, -0.2, -0.1], [-0.3, -0.1, -0.1], [-0.1, -0.1, 0.2], [-0.2, 0.2, -0.1], [0.0, 0.1, -0.3], [0.0, 0.1, -0.1], [0.0, -0.1, 0.2], [0.0, -0.1, 0.2], [0.4, -0.3, 0.2], [0.2, 0.1, 0.0], [0.0, -0.1, -0.3], [0.1, 0.0, -0.1], [-0.1, 0.0, 0.2], [-0.1, -0.1, 0.2], [-0.2, 0.0, 0.0]]
}